260
Properties=species:S:1:pos:R:3:lowdin_charge:R:1 method="wB97M-V/def2-TZVPD" total_charge=0 homo_energy_ev=-8.30 spin_multiplicity=1 gap_ev=8.78 e_above_lowest_ev=0.219
C 2.339 -6.242 2.479 -0.040
C 1.389 -5.038 2.214 -0.423
C 0.075 -5.531 1.585 -0.190
O -0.693 -4.337 1.324 -0.225
C -1.917 -4.563 0.671 -0.109
N 1.265 -4.282 3.471 0.053
H 3.241 -5.927 2.961 0.063
H 2.511 -6.834 1.556 0.079
H 1.740 -6.898 3.098 0.063
H 1.769 -4.239 1.554 0.116
H -0.413 -6.223 2.273 0.111
H 0.226 -6.155 0.679 0.119
H -1.649 -5.038 -0.345 0.111
H -2.340 -3.603 0.458 0.050
H -2.585 -5.178 1.261 0.081
H 0.661 -3.443 3.302 0.068
H 0.937 -4.926 4.194 0.033
C -6.810 2.477 1.086 -0.062
C -5.581 2.264 2.013 -0.408
C -5.379 0.755 2.027 -0.219
O -6.588 -0.031 2.233 -0.193
C -6.218 -1.406 2.089 -0.106
N -4.271 2.892 1.682 0.054
H -7.615 1.870 1.476 0.064
H -6.583 2.046 0.107 0.062
H -7.173 3.513 1.038 0.077
H -5.990 2.608 3.028 0.152
H -4.540 0.417 2.732 0.119
H -5.021 0.468 1.001 0.111
H -7.120 -1.951 2.238 0.076
H -5.429 -1.793 2.758 0.089
H -5.884 -1.580 1.074 0.078
H -3.979 2.575 0.740 0.043
H -4.315 3.901 1.626 0.065
C -1.493 5.424 4.570 -0.046
C -0.387 4.369 4.357 -0.434
C 0.451 4.560 3.126 -0.191
O 0.014 4.011 1.913 -0.224
C -1.207 4.565 1.558 -0.104
N 0.448 4.360 5.554 0.060
H -1.082 6.412 4.419 0.078
H -1.878 5.255 5.628 0.097
H -2.313 5.153 3.951 0.043
H -0.809 3.406 4.252 0.109
H 1.445 4.074 3.337 0.128
H 0.656 5.661 2.929 0.151
H -1.331 4.499 0.465 0.080
H -1.130 5.617 1.878 0.099
H -2.080 4.083 2.045 0.070
H 0.025 4.233 6.466 0.078
H 1.197 3.692 5.548 0.018
C -3.905 0.275 -2.283 -0.041
C -3.347 1.694 -2.388 -0.437
C -4.538 2.632 -2.571 -0.215
O -4.107 3.968 -2.523 -0.209
C -5.223 4.813 -2.548 -0.099
N -2.723 2.086 -1.144 0.088
H -4.583 0.125 -3.113 0.074
H -4.552 0.247 -1.374 0.081
H -3.162 -0.500 -2.274 0.053
H -2.687 1.705 -3.244 0.088
H -5.225 2.436 -1.730 0.114
H -5.030 2.401 -3.539 0.131
H -5.807 4.590 -3.479 0.104
H -4.819 5.797 -2.592 0.079
H -5.937 4.666 -1.732 0.089
H -1.817 1.617 -1.027 0.059
H -2.551 3.078 -1.144 0.059
C 5.861 3.183 4.069 -0.075
C 4.394 3.205 4.430 -0.471
C 4.036 2.030 5.296 -0.165
O 2.644 2.134 5.659 -0.204
C 1.783 1.443 4.795 -0.125
N 4.118 4.487 5.066 0.060
H 6.147 4.064 3.422 0.101
H 6.037 2.233 3.595 0.040
H 6.526 3.135 4.997 0.104
H 3.889 3.113 3.447 0.139
H 4.577 2.118 6.237 0.138
H 4.205 1.167 4.621 0.101
H 1.812 1.890 3.776 0.086
H 0.750 1.512 5.153 0.061
H 2.097 0.403 4.700 0.079
H 3.273 4.612 5.546 0.028
H 4.850 4.802 5.692 0.073
C 6.854 1.478 -2.012 -0.053
C 5.386 1.816 -2.284 -0.440
C 5.167 2.765 -3.424 -0.200
O 3.760 3.042 -3.381 -0.202
C 3.312 3.384 -4.694 -0.084
N 4.662 0.552 -2.370 0.058
H 7.350 2.370 -1.630 0.076
H 7.497 1.098 -2.829 0.089
H 6.888 0.757 -1.223 0.052
H 4.899 2.276 -1.440 0.133
H 5.498 2.246 -4.286 0.113
H 5.713 3.691 -3.336 0.128
H 2.239 3.462 -4.633 0.071
H 3.518 2.574 -5.388 0.083
H 3.788 4.275 -5.025 0.079
H 3.752 0.673 -2.809 0.043
H 5.184 -0.103 -2.953 0.078
C 5.999 -0.722 3.663 -0.077
C 4.689 -1.442 3.340 -0.380
C 4.529 -1.712 1.801 -0.203
O 5.580 -2.553 1.400 -0.194
C 5.714 -2.603 -0.015 -0.094
N 4.587 -2.684 4.178 0.042
H 6.794 -1.483 3.623 0.081
H 5.912 -0.299 4.672 0.072
H 6.282 0.014 2.912 0.068
H 3.868 -0.810 3.766 0.111
H 4.453 -0.892 1.104 0.095
H 3.581 -2.249 1.578 0.109
H 6.573 -3.239 -0.292 0.092
H 5.946 -1.554 -0.342 0.083
H 4.864 -2.954 -0.622 0.070
H 5.186 -3.446 3.859 0.065
H 3.655 -3.079 4.089 0.033
C -2.492 -5.126 4.816 -0.040
C -1.255 -5.174 5.729 -0.418
C -1.809 -5.163 7.231 -0.160
O -2.213 -3.819 7.624 -0.232
C -2.755 -3.776 8.932 -0.114
N -0.351 -6.264 5.361 0.029
H -3.267 -5.876 5.064 0.090
H -2.197 -5.119 3.769 0.055
H -2.823 -4.125 5.070 0.066
H -0.687 -4.261 5.663 0.094
H -0.927 -5.435 7.856 0.118
H -2.607 -5.949 7.431 0.135
H -2.017 -3.978 9.739 0.094
H -3.536 -4.515 9.092 0.080
H -3.117 -2.744 9.005 0.088
H 0.324 -6.390 6.111 0.077
H -0.826 -7.168 5.488 0.089
C -0.798 -1.617 5.600 -0.076
C -1.249 -0.180 5.894 -0.397
C -2.765 -0.256 6.138 -0.210
O -3.298 1.004 6.463 -0.174
C -4.068 1.561 5.408 -0.091
N -0.444 0.321 7.086 0.053
H -1.191 -1.950 4.627 0.078
H -1.115 -2.209 6.459 0.057
H 0.289 -1.672 5.527 0.079
H -1.064 0.477 5.043 0.096
H -2.808 -0.799 7.055 0.109
H -3.186 -0.780 5.290 0.122
H -4.989 0.984 5.296 0.093
H -3.594 1.420 4.449 0.055
H -4.144 2.592 5.657 0.084
H -0.894 1.163 7.435 0.062
H -0.508 -0.337 7.883 0.079
C -0.971 6.303 -4.779 -0.075
C -0.412 5.325 -3.767 -0.418
C -0.454 5.996 -2.337 -0.151
O 0.019 5.195 -1.202 -0.223
C 1.455 5.128 -1.103 -0.068
N -1.162 4.060 -3.783 0.082
H -2.009 6.586 -4.557 0.080
H -1.005 5.911 -5.809 0.082
H -0.346 7.188 -4.831 0.078
H 0.667 5.318 -4.082 0.136
H -1.522 6.216 -2.206 0.119
H 0.136 6.935 -2.403 0.124
H 1.839 6.129 -1.221 0.082
H 1.898 4.493 -1.853 0.060
H 1.715 4.703 -0.124 0.091
H -2.113 4.326 -3.521 0.062
H -0.855 3.429 -3.051 0.043
C -0.307 -4.687 -4.991 -0.014
C 1.260 -4.783 -5.057 -0.478
C 1.989 -3.478 -5.284 -0.138
C 1.959 -2.601 -4.040 -0.171
C 2.631 -3.425 -2.942 -0.142
C 2.024 -4.772 -2.646 -0.585
N 1.930 -5.475 -3.895 -0.099
O 1.403 -6.764 -3.722 -0.025
C 3.063 -5.515 -1.828 -0.017
C 0.772 -4.582 -1.867 -0.019
C 1.483 -5.736 -6.237 -0.040
H -0.703 -5.678 -4.739 0.086
H -0.653 -4.401 -5.972 0.071
H -0.603 -3.905 -4.253 0.068
H 3.015 -3.709 -5.610 0.133
H 1.591 -2.832 -6.050 0.102
H 0.926 -2.387 -3.817 0.063
H 2.443 -1.611 -4.197 0.119
H 2.619 -2.829 -2.015 0.099
H 3.672 -3.668 -3.160 0.120
H 2.726 -6.511 -1.603 0.080
H 3.968 -5.531 -2.454 0.099
H 3.312 -4.921 -0.976 0.069
H 0.375 -5.575 -1.716 0.082
H 1.160 -4.148 -0.917 0.093
H 0.037 -3.911 -2.383 0.085
H 1.356 -5.169 -7.158 0.092
H 0.760 -6.513 -6.152 0.066
H 2.490 -6.091 -6.097 0.084
H 2.125 -7.410 -3.839 0.122
C -0.860 0.338 -4.907 -0.023
C -0.572 0.438 -6.402 -0.468
C -1.269 -0.802 -7.093 -0.125
C -2.747 -0.614 -7.268 -0.152
C -3.010 0.684 -8.078 -0.133
C -2.516 1.873 -7.367 -0.563
N -1.101 1.634 -7.152 -0.098
O -0.504 2.753 -6.617 -0.042
C -2.517 3.120 -8.262 -0.036
C -3.319 2.241 -6.118 -0.024
C 0.893 0.338 -6.581 -0.034
H -0.216 -0.475 -4.524 0.077
H -1.943 0.221 -4.697 0.074
H -0.644 1.298 -4.359 0.073
H -0.694 -0.970 -8.009 0.121
H -1.085 -1.694 -6.525 0.098
H -3.229 -0.534 -6.304 0.093
H -3.212 -1.452 -7.764 0.107
H -4.067 0.942 -8.260 0.129
H -2.509 0.694 -9.055 0.131
H -1.758 3.011 -9.067 0.100
H -3.470 3.183 -8.806 0.085
H -2.351 4.056 -7.687 0.086
H -2.762 2.737 -5.327 0.056
H -4.162 2.901 -6.339 0.092
H -3.890 1.450 -5.684 0.059
H 1.366 -0.494 -6.099 0.061
H 1.380 1.241 -6.265 0.073
H 1.191 0.136 -7.568 0.076
H -0.951 2.959 -5.789 0.035
C -1.267 0.876 2.205 -0.033
C -0.490 -0.008 1.289 -0.467
C -1.458 -1.024 0.621 -0.117
C -0.847 -1.736 -0.554 -0.176
C -0.218 -0.760 -1.608 -0.108
C 0.705 0.254 -0.949 -0.478
N 0.040 0.908 0.244 -0.042
O 1.037 1.788 0.837 -0.038
C 1.997 -0.507 -0.537 -0.030
C 1.057 1.337 -1.930 -0.029
C 0.664 -0.741 2.064 0.002
H -1.987 1.488 1.671 0.068
H -0.607 1.563 2.718 0.068
H -1.725 0.174 2.897 0.077
H -1.830 -1.768 1.329 0.110
H -2.355 -0.490 0.375 0.096
H -1.590 -2.323 -1.078 0.099
H -0.055 -2.405 -0.236 0.073
H -1.049 -0.314 -2.229 0.099
H 0.335 -1.377 -2.339 0.088
H 2.487 -0.825 -1.474 0.063
H 2.666 0.130 0.052 0.083
H 1.738 -1.427 0.000 0.057
H 0.183 1.823 -2.438 0.063
H 1.673 2.126 -1.469 0.083
H 1.592 0.886 -2.805 0.088
H 1.514 -0.113 1.906 0.056
H 0.904 -1.782 1.786 0.065
H 0.311 -0.766 3.113 0.070
H 0.532 2.584 1.004 0.044

***

130
Properties=species:S:1:pos:R:3:lowdin_charge:R:1 method="wB97M-V/def2-TZVPD" total_charge=0 homo_energy_ev="-6.46 / -6.90" spin_multiplicity=4 s_squared=3.79 gap_ev="6.41 / 6.40" e_above_lowest_ev=0.000
V -0.783 -0.074 -0.523 0.060
C 6.879 -2.116 3.107 -0.098
C 5.756 -2.933 3.007 -0.081
C 4.527 -2.383 2.685 -0.102
C 4.394 -1.007 2.463 -0.372
C 5.522 -0.201 2.555 -0.084
C 6.757 -0.754 2.883 -0.088
P 2.747 -0.427 1.878 1.119
C 2.920 1.393 2.096 -0.352
C 2.643 2.107 3.259 -0.087
C 2.808 3.486 3.298 -0.088
C 3.242 4.175 2.176 -0.092
C 3.517 3.478 1.007 -0.077
C 3.353 2.099 0.970 -0.095
C 1.683 -0.982 3.257 -0.381
C 2.126 -0.850 4.578 -0.117
C 1.332 -1.242 5.641 -0.087
C 0.084 -1.780 5.388 -0.084
C -0.351 -1.952 4.082 -0.101
C 0.429 -1.589 2.968 -0.255
Si -0.292 -1.806 1.151 0.648
C 0.870 -3.011 0.185 -0.299
C 1.026 -4.360 0.528 -0.090
C 1.760 -5.237 -0.256 -0.081
C 2.384 -4.775 -1.407 -0.077
C 2.293 -3.434 -1.745 -0.108
C 1.530 -2.550 -0.977 -0.421
P 1.525 -0.731 -1.336 1.029
C 3.403 -0.460 -1.397 -0.336
C 4.254 -1.230 -0.597 -0.159
C 5.635 -1.146 -0.709 -0.069
C 6.207 -0.283 -1.633 -0.082
C 5.384 0.523 -2.402 -0.081
C 4.001 0.447 -2.276 -0.099
C 1.338 -0.455 -3.173 -0.394
C 1.147 0.884 -3.515 -0.158
C 1.053 1.290 -4.841 -0.078
C 1.161 0.353 -5.855 -0.092
C 1.334 -0.988 -5.529 -0.083
C 1.411 -1.391 -4.203 -0.095
C -1.906 -2.794 1.516 -0.274
C -2.018 -4.002 2.226 -0.107
C -3.251 -4.543 2.548 -0.076
C -4.422 -3.891 2.168 -0.074
C -4.345 -2.711 1.453 -0.103
C -3.096 -2.171 1.123 -0.388
P -2.976 -0.603 0.185 1.026
C -3.732 0.602 1.355 -0.304
C -3.907 0.303 2.706 -0.073
C -4.426 1.250 3.580 -0.076
C -4.765 2.515 3.123 -0.088
C -4.549 2.842 1.792 -0.077
C -4.028 1.897 0.920 -0.112
C -4.334 -0.881 -1.051 -0.328
C -4.511 -2.165 -1.582 -0.132
C -5.428 -2.399 -2.594 -0.076
C -6.188 -1.356 -3.107 -0.092
C -6.033 -0.084 -2.586 -0.084
C -5.114 0.150 -1.569 -0.089
H 7.843 -2.543 3.355 0.099
H 5.844 -4.000 3.177 0.102
H 3.651 -3.021 2.605 0.110
H 5.440 0.865 2.379 0.103
H 7.628 -0.114 2.962 0.102
H 2.287 1.592 4.142 0.090
H 2.585 4.027 4.211 0.102
H 3.363 5.252 2.210 0.100
H 3.858 4.005 0.124 0.103
H 3.577 1.559 0.056 0.078
H 3.108 -0.437 4.774 0.106
H 1.687 -1.127 6.659 0.102
H -0.553 -2.081 6.213 0.102
H -1.327 -2.384 3.923 0.078
H 0.568 -4.731 1.439 0.083
H 1.855 -6.277 0.036 0.102
H 2.966 -5.448 -2.025 0.103
H 2.855 -3.071 -2.594 0.101
H 3.837 -1.927 0.114 0.060
H 6.255 -1.763 -0.069 0.106
H 7.284 -0.241 -1.750 0.102
H 5.814 1.213 -3.120 0.102
H 3.396 1.101 -2.885 0.088
H 1.060 1.624 -2.725 0.099
H 0.878 2.334 -5.075 0.105
H 1.098 0.658 -6.893 0.099
H 1.403 -1.733 -6.313 0.102
H 1.486 -2.445 -3.980 0.088
H -1.122 -4.515 2.558 0.092
H -3.306 -5.468 3.112 0.103
H -5.389 -4.307 2.431 0.103
H -5.252 -2.205 1.141 0.117
H -3.638 -0.676 3.082 0.100
H -4.568 0.995 4.623 0.103
H -5.191 3.244 3.802 0.102
H -4.778 3.838 1.432 0.109
H -3.833 2.179 -0.108 0.087
H -3.929 -2.988 -1.200 0.093
H -5.541 -3.401 -2.990 0.105
H -6.903 -1.538 -3.900 0.100
H -6.627 0.737 -2.969 0.101
H -5.029 1.151 -1.171 0.076
N -2.379 -1.048 -4.456 0.106
C -1.927 -0.597 -3.262 -0.769
S -1.311 -1.791 -2.146 0.737
N -2.005 0.699 -3.064 0.039
N -1.573 1.098 -1.831 -0.115
C -1.542 2.393 -1.566 -0.188
C -1.951 3.449 -2.517 -0.170
C -3.145 3.353 -3.237 -0.027
C -3.539 4.380 -4.082 -0.075
C -2.747 5.511 -4.234 -0.090
C -1.550 5.607 -3.538 -0.083
C -1.157 4.585 -2.686 -0.052
C -1.191 2.685 -0.178 -0.208
C -1.354 3.933 0.424 -0.008
C -1.232 4.056 1.791 -0.050
C -0.964 2.921 2.547 -0.045
C -0.765 1.728 1.894 -0.108
N -0.845 1.590 0.558 -0.025
H -2.096 -1.974 -4.719 0.081
H -2.499 -0.369 -5.189 0.103
H -3.759 2.469 -3.132 0.095
H -4.473 4.299 -4.623 0.103
H -3.057 6.310 -4.895 0.101
H -0.921 6.482 -3.656 0.103
H -0.212 4.657 -2.157 0.118
H -1.629 4.783 -0.182 0.112
H -1.363 5.019 2.269 0.113
H -0.904 2.960 3.626 0.115
H -0.529 0.831 2.451 0.094